#a
31
Properties=species:S:1:pos:R:3 method="wB97M-V/def2-TZVPD" smiles=Cc1ccc(O)cc1.Cc1ccccc1 e_lumo_ev=0.84 homo_energy_ha=-0.311 gap_ha=0.3415
C 2.1614 -2.0833 2.5058
C 1.0055 1.5252 2.7868
C 1.8871 2.1696 1.9450
C 1.0605 0.1431 2.9631
C 2.0680 -0.5845 2.3674
C 2.8994 1.4327 1.3386
C 2.9855 0.0686 1.5304
H 0.1806 2.0482 3.2637
H 1.7418 3.2219 1.7557
H 0.2737 -0.2935 3.5614
H 3.6188 1.9265 0.7054
H 1.8222 -2.3852 3.5040
H 3.1886 -2.4526 2.4575
H 3.7828 -0.5055 1.0783
H 1.4947 -2.5925 1.8168
C -0.8403 -0.4254 -4.3258
C -1.2601 -0.3079 -0.5571
C -2.5980 0.0205 -0.4366
C -0.7181 -0.4724 -1.8196
C -1.4932 -0.2735 -2.9716
C -3.3607 0.2961 -1.5623
C -2.8006 0.1601 -2.8258
O -3.1444 0.0523 0.8284
H -0.6381 -0.3548 0.3285
H 0.2681 -0.8903 -1.9786
H -4.3908 0.6276 -1.4602
H -3.8053 0.7479 0.8738
H 0.2440 -0.3740 -4.2238
H -1.0758 0.4240 -4.9785
H -3.4119 0.4816 -3.6640
H -1.1454 -1.3504 -4.8065

---

#b
31
Properties=species:S:1:pos:R:3 method="wB97M-V/def2-TZVPD" smiles=Cc1ccc(O)cc1.Cc1ccccc1 e_lumo_ev=0.83 homo_energy_ha=-0.310 gap_ha=0.3401
C 1.8305 2.8716 2.4034
C 0.0483 1.4612 1.3267
C 0.4720 2.7120 1.7678
C -1.2452 1.2735 0.8432
C -0.4502 3.7723 1.7958
C -2.1081 2.3276 0.9470
C -1.7638 3.6151 1.4064
H 0.7784 0.6680 1.2865
H -1.5891 0.2772 0.5980
H 1.9376 2.6179 3.4516
H 2.1152 3.9189 2.2590
H -0.0390 4.7533 2.0266
H -3.1806 2.2237 0.7817
H -2.6047 4.2850 1.4812
H 2.5614 2.2600 1.8659
C 0.4980 -2.0250 -3.9875
C 0.8574 -1.6717 -0.2229
C 0.0379 -2.6916 0.2603
C 1.0495 -1.4846 -1.5852
C 0.3968 -2.3165 -2.4752
C -0.6227 -3.5461 -0.6213
C -0.4085 -3.3325 -1.9894
O -0.2300 -2.6801 1.6037
H 1.3611 -1.1713 0.5934
H 1.6154 -0.5989 -1.8464
H -1.2785 -4.3532 -0.3254
H -0.7292 -3.4682 1.8344
H 1.4140 -1.4669 -4.1830
H -0.2526 -1.2425 -4.1235
H -0.9155 -4.0356 -2.6399
H 0.4443 -2.9528 -4.5331

---

#c
31
Properties=species:S:1:pos:R:3 method="wB97M-V/def2-TZVPD" smiles=Cc1ccc(O)cc1.Cc1ccccc1 e_lumo_ev=0.79 homo_energy_ha=-0.307 gap_ha=0.3361
C 0.6897 3.7226 -1.9972
C 1.2203 -0.5676 -1.9374
C 1.4345 0.1604 -3.1117
C 0.7727 0.1237 -0.8331
C 1.1130 1.5116 -3.1239
C 0.6114 1.5078 -0.7843
C 0.7696 2.2239 -1.9726
H 1.2819 -1.6424 -1.9440
H 1.8910 -0.2189 -3.9850
H 0.4269 -0.3866 0.0598
H 1.2145 2.0779 -4.0292
H 0.4050 2.0044 0.1504
H -0.2368 4.1444 -1.6126
H 0.9171 4.1847 -2.9363
H 1.4972 4.0915 -1.3531
C 1.0709 -1.6534 3.3733
C -1.0559 -0.5857 2.6029
C -0.0799 -1.5420 2.3945
C -2.1826 -0.4862 1.8115
C -2.2646 -1.3166 0.6938
C -0.2275 -2.4495 1.3530
C -1.3499 -2.3386 0.5456
O -3.1433 -1.1065 -0.3120
H -0.9054 0.1524 3.3786
H -3.0218 0.1779 1.9630
H 0.7144 -1.9867 4.3451
H 1.5709 -0.6834 3.4440
H 0.4309 -3.2687 1.1128
H -3.8167 -0.4490 -0.0717
H -1.5838 -3.0889 -0.2003
H 1.8362 -2.3126 2.9762

---

#a (6.7 kcal/mol below the next structure)

---

#a
19
Properties=species:S:1:pos:R:3 method="wB97M-V/def2-TZVPD" smiles="CC(C)=NN(C)C" e_lumo_ev=1.04 homo_energy_ha=-0.286 gap_ha=0.3241
C 1.1388 0.2149 -0.0592
C 2.2822 1.1882 0.0233
C 1.5514 -1.2416 -0.0898
C -2.2749 1.1293 0.0593
C -1.5569 -1.1854 0.0079
N -0.0104 0.7435 -0.1123
N -1.2208 0.1960 -0.2785
H 2.9510 1.0573 -0.8275
H 1.9036 2.2057 0.0240
H 2.8576 1.0205 0.9334
H 1.0619 -1.8157 0.6945
H 2.6263 -1.3185 0.0533
H 1.3068 -1.6910 -1.0531
H -1.9068 2.1344 -0.1286
H -3.1438 0.9379 -0.5714
H -2.5772 1.0522 1.1116
H -0.9052 -1.8592 -0.5393
H -1.5041 -1.4159 1.0808
H -2.5796 -1.3524 -0.3285

---

#b
19
Properties=species:S:1:pos:R:3 method="wB97M-V/def2-TZVPD" smiles="CCCC/N=C/N" e_lumo_ev=1.09 homo_energy_ha=-0.339 gap_ha=0.3786
C -1.0882 -0.7763 1.3737
C -1.3031 -1.2654 -0.0240
C -0.9937 -0.1155 -1.0165
C 0.3539 0.0028 -1.6804
N 2.3904 1.7945 0.9457
C 1.1780 1.1893 0.2568
N 1.4108 0.4778 -0.7369
H -0.0494 -0.8534 1.7602
H -1.5815 -1.4415 2.0935
H -1.3217 0.3112 1.4979
H -2.3050 -1.6998 -0.3628
H -0.4787 -2.0657 -0.2441
H -1.7094 -0.3145 -1.8627
H -1.2674 0.8303 -0.5637
H 0.7203 -0.9172 -2.0935
H 0.2263 0.6077 -2.5434
H 3.1668 1.2068 0.4737
H 2.5106 1.7866 1.9896
H 0.1411 1.2425 0.7367

---

#c
19
Properties=species:S:1:pos:R:3 method="wB97M-V/def2-TZVPD" e_lumo_ev=1.00 homo_energy_ha=-0.331 gap_ha=0.3679
C -0.6416 -1.5209 -2.1305
C 0.0710 -1.7189 -0.7960
C -0.4239 -0.7614 0.2943
C -0.2883 0.7039 -0.0706
N 1.4664 1.8302 1.9360
C 0.0978 2.0220 1.8611
N -0.7316 1.5231 1.0449
H -0.7857 -2.3546 -2.8148
H -1.6391 -1.1142 -1.9330
H -0.1447 -0.7636 -2.7486
H 0.0216 -2.7400 -0.4103
H 1.1347 -1.5202 -0.9897
H -0.0042 -0.9917 1.2755
H -1.4904 -0.9631 0.4728
H -0.9575 0.9973 -0.8852
H 0.7283 0.9872 -0.3854
H 1.9192 0.9901 1.6214
H 2.0033 2.6388 2.1224
H -0.3354 2.7558 2.5353

---

#d
19
Properties=species:S:1:pos:R:3 method="wB97M-V/def2-TZVPD" smiles=NC[C@@H]1CCCN1 e_lumo_ev=1.12 homo_energy_ha=-0.323 gap_ha=0.3639
N -0.3426 -0.9069 1.1523
C -1.0498 -1.6598 -0.0018
C -0.4058 -1.3105 -1.3068
C 0.4394 -0.1418 -1.0789
C 0.5498 0.1168 0.4822
C -0.1138 1.3833 0.9957
N 0.9187 2.3486 0.4508
H 0.2588 -1.6357 1.6957
H -1.2308 -2.7903 0.0185
H -2.0817 -1.2273 0.0787
H -1.0924 -1.0610 -2.1584
H 0.0445 -2.2678 -1.7002
H 1.5232 -0.3145 -1.4326
H 0.2770 0.7799 -1.5852
H 1.6254 0.0109 0.7988
H -1.1471 1.4854 0.3379
H -0.2461 1.4020 2.1142
H 1.5537 2.6574 1.1581
H 0.5196 3.1311 -0.0191

---

#c (22.2 kcal/mol below the next structure)